{
  "formula": "C13H15F3N3O7V",
  "method": "the ωB97M-V functional and the def2-TZVPD basis",
  "elements": ["V", "F", "F", "F", "O", "O", "O", "O", "O", "O", "O", "N", "N", "N", "C", "C", "C", "C", "C", "C", "C", "C", "C", "C", "C", "C", "C", "H", "H", "H", "H", "H", "H", "H", "H", "H", "H", "H", "H", "H", "H", "H"],
  "xyz": [[-0.3748, -0.0198, 0.3143], [-3.4113, -0.0479, -1.0068], [-3.9000, -2.0849, -1.5779], [-1.8430, -1.3922, -1.5716], [-3.5197, -2.5736, 1.1226], [-0.2046, 0.2743, 4.1903], [1.5262, -2.6484, -1.8134], [-0.2182, 0.8120, 2.0300], [-1.8822, -1.0548, 1.1302], [0.6843, -0.7298, -1.0317], [1.7637, -4.6762, 3.2121], [0.0194, 1.8303, -0.3739], [0.6380, -1.3012, 1.2278], [-1.3636, 1.6406, -0.3233], [-0.0232, 0.0159, 3.0219], [0.5669, 2.4747, -1.5843], [2.0803, 2.2845, -1.5218], [1.1589, -2.3222, 0.5532], [0.5453, -1.3140, 2.5502], [1.1478, -1.9340, -0.9153], [-2.8097, -1.7363, 0.6346], [1.5605, -3.4723, 1.1978], [1.4149, -3.5381, 2.5938], [0.9320, -2.4192, 3.2853], [-3.0279, -1.3554, -0.9021], [0.2070, 3.9648, -1.5737], [-0.0112, 1.7979, -2.8264], [0.3332, 2.3469, 0.4546], [0.6080, 4.4456, -2.4642], [2.4740, 2.6561, -0.5758], [0.6236, 4.4678, -0.7025], [0.5915, 2.0504, -3.6948], [-1.8733, 2.2764, 0.2967], [2.5596, 2.8200, -2.3372], [0.8379, -2.4154, 4.3613], [-1.0290, 2.1322, -3.0305], [1.9505, -4.3128, 0.6516], [-1.7686, 1.6418, -1.2601], [1.5698, -4.6341, 4.1586], [-0.8728, 4.1090, -1.5773], [0.0172, 0.7140, -2.7074], [2.3226, 1.2277, -1.6150]],
  "atomic_forces_ev_per_a": [[-2.2, 0.5, -0.5], [-0.4, -0.2, 0.1], [0.2, 0.0, 0.3], [0.0, -0.2, 0.1], [-0.1, -0.1, 0.1], [0.1, -0.3, -0.1], [0.0, 0.1, 0.3], [0.0, 1.1, -0.1], [0.8, 0.6, 0.6], [0.5, 0.3, -1.5], [0.0, -0.1, 0.0], [1.6, 1.4, 0.3], [1.9, -2.3, 1.8], [-1.9, 0.9, -0.3], [0.2, -0.3, 1.5], [0.2, 0.5, -0.6], [-0.2, -0.2, 0.1], [0.0, -0.1, 0.2], [0.0, -0.2, 0.2], [0.7, -1.4, -0.3], [-1.2, -0.5, -1.6], [-0.1, 0.0, 0.0], [-0.1, 0.6, -0.2], [-0.1, 0.1, -0.2], [-0.1, 0.2, 0.2], [0.1, -0.2, -0.1], [0.1, -0.2, 0.2], [-0.3, -0.1, -0.2], [0.0, 0.0, 0.0], [0.1, 0.1, 0.0], [0.1, 0.0, 0.1], [0.0, 0.1, 0.0], [0.3, -0.2, -0.2], [0.0, 0.1, 0.0], [0.0, 0.1, 0.1], [-0.1, 0.0, -0.1], [0.1, -0.1, -0.1], [0.0, 0.0, 0.3], [0.0, 0.1, -0.2], [-0.1, 0.0, 0.0], [0.0, 0.0, -0.1], [0.0, 0.0, 0.0]],
  "mulliken_charge": [0.794, -0.279, -0.272, -0.276, -0.606, -0.693, -0.679, -0.503, -0.438, -0.251, -0.526, 0.250, -0.059, -0.286, 0.339, 1.126, -1.618, 0.229, 0.220, 0.175, 0.431, -0.714, 1.085, -0.495, 0.721, -1.695, -1.770, 0.407, 0.424, 0.403, 0.402, 0.464, 0.249, 0.484, 0.432, 0.478, 0.558, 0.323, 0.308, 0.357, 0.263, 0.239],
  "s_squared": 2.011,
  "homo_energy_ev": [-8.7, -10.0],
  "spin_multiplicity": 3,
  "relative_energy_kcal_mol": 18.3,
  "lumo_ev": [-0.14, -0.33],
  "energy_ha": -2439.085205,
  "gap_ev": [8.6, 9.7]
}


{
  "formula": "C5H10N2",
  "method": "the ωB97M-V functional and the def2-TZVPD basis",
  "elements": ["N", "N", "C", "C", "C", "C", "C", "H", "H", "H", "H", "H", "H", "H", "H", "H", "H"],
  "xyz": [[-0.3990, -1.2203, 1.3677], [-1.6486, 0.6217, 1.0288], [1.1740, 1.5983, -1.8785], [0.6280, 1.1618, -0.7495], [0.1991, -0.2418, -0.5058], [0.8945, -1.0027, 0.6493], [-1.1932, -0.4271, 0.2207], [0.4701, 1.8366, 0.0857], [-1.9222, -1.0232, -0.3369], [1.5891, -0.4186, 1.2526], [-0.8982, -0.1653, 1.9233], [-0.6348, -2.1713, 1.6482], [1.3297, 0.9432, -2.7291], [1.3795, -1.9288, 0.3423], [0.2345, -0.8204, -1.4312], [-2.6587, 0.6224, 1.1197], [1.4561, 2.6356, -2.0074]],
  "atomic_forces_ev_per_a": [[0.1, -0.3, -0.7], [0.4, 0.1, 0.5], [-0.2, 0.0, 0.1], [0.1, 0.1, 0.0], [-0.1, -0.2, 0.1], [-0.1, 0.1, 0.1], [0.5, -0.6, 0.6], [0.0, 0.0, -0.1], [0.1, 0.0, 0.0], [0.0, 0.0, 0.0], [-0.8, 0.7, -0.5], [0.0, 0.1, -0.1], [0.0, 0.0, 0.0], [0.0, 0.0, 0.0], [0.0, 0.0, 0.0], [0.1, 0.0, 0.0], [0.0, 0.0, 0.1]],
  "mulliken_charge": [-0.342, -0.819, -0.778, -0.168, -0.013, -0.734, -0.146, 0.305, 0.418, 0.305, 0.436, 0.239, 0.252, 0.267, 0.350, 0.173, 0.256],
  "homo_energy_ev": -8.0,
  "spin_multiplicity": 1,
  "relative_energy_kcal_mol": 84.6,
  "lumo_ev": 0.87,
  "energy_ha": -305.888964,
  "gap_ev": 8.9
}


{
  "formula": "C3H15NO3",
  "method": "the ωB97M-V functional and the def2-TZVPD basis",
  "elements": ["O", "O", "O", "N", "C", "C", "C", "H", "H", "H", "H", "H", "H", "H", "H", "H", "H", "H", "H", "H", "H", "H"],
  "xyz": [[2.4829, 2.9412, 0.7605], [2.8903, -0.6271, -0.0181], [0.7628, 3.4524, 3.1142], [-0.1898, 0.0583, -1.4938], [-1.1247, -0.3097, -0.4605], [-2.2210, -2.4022, -1.5847], [-1.5132, -1.8587, -0.3302], [-2.0715, 0.2208, -0.4812], [1.0915, 4.3207, 3.3738], [2.2365, -1.2655, -0.3208], [-1.6866, -2.1080, -2.4960], [0.2594, -0.7564, -1.8988], [1.4304, 2.8500, 3.4650], [2.9551, 2.1263, 0.9467], [-0.5143, -2.3506, -0.1588], [-2.1836, -1.9746, 0.4991], [-0.7439, -0.1751, 0.5646], [1.7712, 3.0189, 1.4125], [-3.2006, -1.8385, -1.7535], [2.5194, -0.2096, 0.7680], [-0.6898, 0.3964, -2.3442], [-2.2607, -3.5087, -1.5638]],
  "atomic_forces_ev_per_a": [[0.0, 0.1, 0.0], [0.2, 0.0, 0.2], [0.3, -0.1, 0.1], [-0.7, 0.3, -1.7], [-1.0, -2.3, 1.7], [-0.2, 0.9, -0.3], [1.3, 1.1, -1.9], [0.1, 0.5, -0.4], [-0.1, 0.1, -0.1], [0.0, 0.2, 0.1], [0.3, -0.3, 0.1], [0.3, -0.2, 0.5], [-0.2, 0.0, 0.1], [0.0, 0.0, -0.1], [-1.1, -0.1, 0.0], [0.0, -0.1, 0.7], [0.4, 0.7, -0.4], [0.0, 0.0, -0.1], [0.8, -1.3, 0.6], [-0.2, -0.2, -0.2], [0.3, 0.0, 1.1], [-0.6, 0.7, -0.1]],
  "mulliken_charge": [-0.636, -0.606, -0.701, -0.476, -0.612, -1.028, -0.447, 0.402, 0.340, 0.297, 0.270, 0.231, 0.337, 0.271, 0.252, 0.366, 0.175, 0.379, 0.280, 0.307, 0.284, 0.314],
  "homo_energy_ev": -9.3,
  "smiles": "CCCN.O.O.O",
  "spin_multiplicity": 1,
  "relative_energy_kcal_mol": 33.5,
  "lumo_ev": 0.44,
  "energy_ha": -403.733920,
  "gap_ev": 9.8
}


{
  "formula": "C41H37HfN5O2S",
  "method": "the ωB97M-V functional and the def2-TZVPD basis",
  "elements": ["Hf", "S", "O", "O", "N", "N", "N", "N", "N", "C", "C", "C", "C", "C", "C", "C", "C", "C", "C", "C", "C", "C", "C", "C", "C", "C", "C", "C", "C", "C", "C", "C", "C", "C", "C", "C", "C", "C", "C", "C", "C", "C", "C", "C", "C", "C", "C", "C", "C", "C", "H", "H", "H", "H", "H", "H", "H", "H", "H", "H", "H", "H", "H", "H", "H", "H", "H", "H", "H", "H", "H", "H", "H", "H", "H", "H", "H", "H", "H", "H", "H", "H", "H", "H", "H", "H", "H"],
  "xyz": [[-0.4936, 0.4528, 0.1964], [-2.5067, 0.9808, -1.5925], [0.7051, 0.2478, 1.6499], [0.6077, 0.2043, -1.3966], [-2.5252, -2.0199, -1.0112], [-1.9566, -1.4302, 0.0972], [-2.1830, 0.4847, 1.9234], [0.4000, 2.5151, 0.0345], [-0.8580, -3.5593, -1.7968], [-2.1184, -2.1579, -3.5025], [0.7108, 0.7502, -5.0604], [1.1498, 0.4423, 3.9671], [-3.3392, -1.4306, -3.9178], [-2.3479, 0.7823, -3.4681], [0.9622, 3.1127, 1.1214], [1.2727, -0.9402, 4.0981], [1.5456, 0.4294, -6.1189], [1.7886, 4.8943, -0.2414], [2.7640, -0.1928, -5.8786], [-3.0714, -3.0937, 1.5337], [-3.4263, -0.1015, -3.9626], [5.6042, 1.3092, 1.6128], [0.1223, 2.3749, -2.4675], [-1.6462, -2.3995, -2.0742], [5.1509, 1.6594, 2.8778], [-1.2187, 0.1638, -2.7972], [2.3024, -0.1759, -3.5153], [-2.5276, -0.0786, 4.6126], [-1.0242, -1.3209, -2.9024], [1.0856, 0.4463, -3.7542], [0.8407, 2.4782, 2.4830], [3.1406, -0.4908, -4.5786], [0.5493, 0.5741, 6.3012], [1.6572, 4.2996, 1.0010], [0.7921, 1.1937, 5.0791], [4.7051, 0.8413, 0.6683], [0.6594, -0.8014, 6.4197], [1.2747, 4.2465, -1.3464], [0.6139, 3.0365, -1.1980], [0.1653, 0.8184, -2.5962], [-2.3419, -1.8172, 1.2694], [1.0268, -1.5584, 5.3122], [3.3555, 0.7269, 0.9792], [1.4152, 1.0473, 2.5931], [-2.3670, 1.4626, 2.8108], [-2.5649, 1.2274, 4.1613], [3.8065, 1.5413, 3.1919], [2.8989, 1.0754, 2.2443], [-2.2488, -0.7994, 2.3510], [-2.3872, -1.1087, 3.6911], [-4.3163, 0.3818, -4.3420], [2.3152, 5.8330, -0.3500], [1.1404, -2.6310, 5.4031], [0.7415, 2.7818, -3.2632], [-0.0131, -1.5547, -3.2052], [-2.3984, -2.1357, 4.0243], [-0.2019, 2.4628, 2.8053], [1.4079, 4.6568, -2.3372], [1.2465, 0.6659, -7.1311], [-0.8887, 2.7434, -2.6545], [5.0535, 0.5591, -0.3170], [4.0906, -0.9719, -4.3874], [6.6547, 1.3939, 1.3701], [0.1395, -3.4017, -1.8257], [-3.1498, -2.7756, -0.7644], [0.4820, -1.2818, 7.3728], [-2.6311, -0.3030, 5.6653], [2.5933, -0.4129, -2.5009], [0.2866, 1.1746, 7.1624], [-2.7274, 2.0553, 4.8364], [2.0982, 4.7474, 1.8797], [2.6696, 0.3553, 0.2290], [-0.2338, 1.2430, -5.2656], [5.8478, 2.0145, 3.6251], [-2.7928, -3.8643, 0.8172], [1.3735, 3.1185, 3.1830], [-4.1547, -2.9462, 1.5118], [-2.3611, 2.4731, 2.4190], [-1.8131, -2.9412, -4.1864], [-2.8177, -3.4682, 2.5233], [-2.2295, 1.7482, -3.9446], [3.4667, 1.7959, 4.1893], [-4.1641, -2.0199, -4.2987], [0.7033, 2.2711, 5.0230], [3.4167, -0.4417, -6.7040], [1.5761, -1.5303, 3.2419], [-1.0947, -4.3656, -2.3577]],
  "atomic_forces_ev_per_a": [[-0.2, -0.4, 0.0], [-0.1, 0.0, 0.0], [0.0, 0.0, -0.2], [0.1, 0.2, 0.0], [0.1, 0.0, 0.0], [0.0, -0.1, 0.2], [0.1, 0.0, 0.0], [0.0, 0.1, 0.1], [0.0, 0.0, 0.0], [0.0, 0.0, 0.0], [0.0, 0.0, 0.0], [0.0, 0.0, 0.0], [0.0, 0.0, 0.0], [0.0, 0.0, 0.0], [0.0, 0.0, 0.0], [0.0, 0.0, 0.0], [0.0, 0.0, 0.0], [0.0, 0.0, 0.0], [0.0, 0.0, 0.0], [0.0, 0.0, 0.1], [0.0, 0.0, 0.0], [0.0, 0.0, 0.0], [0.0, 0.0, 0.0], [0.0, 0.0, 0.0], [0.0, 0.0, 0.0], [0.0, 0.0, 0.0], [0.0, 0.0, 0.0], [0.0, 0.0, 0.0], [0.0, 0.0, 0.0], [0.0, 0.0, 0.0], [0.0, 0.0, 0.0], [0.0, 0.0, 0.0], [0.0, 0.0, 0.0], [0.0, 0.0, 0.0], [0.0, 0.0, 0.0], [0.0, 0.0, 0.0], [0.0, 0.0, 0.0], [0.1, -0.1, 0.0], [-0.1, 0.1, 0.0], [0.0, 0.0, 0.0], [-0.1, 0.0, -0.2], [0.0, 0.0, 0.0], [0.0, 0.0, 0.0], [0.0, 0.0, 0.0], [0.0, 0.0, 0.0], [0.0, 0.0, 0.0], [0.0, 0.0, 0.0], [0.0, 0.0, 0.0], [0.0, 0.0, 0.0], [0.0, 0.0, 0.0], [0.0, 0.0, 0.0], [0.0, 0.0, 0.0], [0.0, 0.0, 0.0], [0.0, 0.0, 0.0], [0.0, 0.0, 0.0], [0.0, 0.0, 0.0], [0.0, 0.0, 0.0], [0.0, 0.0, 0.0], [0.0, 0.0, 0.0], [0.0, 0.0, 0.0], [0.0, 0.0, 0.0], [0.0, 0.0, 0.0], [0.0, 0.0, 0.0], [0.0, 0.0, 0.0], [0.0, 0.0, 0.0], [0.0, 0.0, 0.0], [0.0, 0.0, 0.0], [0.0, 0.0, 0.0], [0.0, 0.0, 0.0], [0.0, 0.0, 0.0], [0.0, 0.0, 0.0], [0.0, 0.0, 0.0], [0.0, 0.0, 0.0], [0.0, 0.0, 0.0], [0.0, 0.0, 0.0], [0.0, 0.0, 0.0], [0.0, 0.0, 0.0], [0.0, 0.0, 0.0], [0.0, 0.0, 0.0], [0.0, 0.0, 0.0], [0.0, 0.0, 0.0], [0.0, 0.0, 0.0], [0.0, 0.0, 0.0], [0.0, 0.0, 0.0], [0.0, 0.0, 0.0], [0.0, 0.0, 0.0], [0.0, 0.0, 0.0]],
  "mulliken_charge": [1.271, -0.132, -0.332, -0.213, -0.340, 0.250, -0.104, -0.101, -0.563, -1.133, -0.204, -0.738, -0.912, -1.289, 0.405, -0.547, -0.945, -0.969, -0.642, -1.890, -1.166, -0.660, -2.102, 0.366, -0.963, 1.641, -0.204, -0.394, -0.453, -0.496, -1.576, -0.941, -1.168, -0.950, 0.558, -0.943, -0.570, -0.927, 1.349, 2.306, 0.464, -1.105, 0.076, 2.978, -0.349, -0.765, -0.542, -0.116, 1.100, -0.952, 0.500, 0.474, 0.484, 0.736, 1.172, 0.296, 0.128, 0.535, 0.465, 0.495, 0.509, 0.475, 0.424, 0.244, 0.434, 0.459, 0.513, 0.368, 0.475, 0.474, 0.551, -0.040, 0.375, 0.452, 0.539, 0.899, 0.367, 0.617, 0.494, 0.454, 0.590, 0.442, 0.503, 0.438, 0.423, 0.565, 0.302],
  "homo_energy_ev": -13.5,
  "spin_multiplicity": 1,
  "relative_energy_kcal_mol": 0.0,
  "lumo_ev": -6.19,
  "energy_ha": -2454.657005,
  "gap_ev": 7.3,
  "charge": 2
}